Entry from the OMol25 dataset: the molecule CClNO at a distorted geometry (wB97M-V/def2-TZVPD).

Geometry as XYZ:
```
4
Properties=species:S:1:pos:R:3:lowdin_charge:R:1
Cl 1.0669 0.8057 -1.1403 0.840
O -1.1783 -0.5564 -0.0716 -0.189
N -0.2967 -0.3613 1.0429 0.010
C 0.4080 0.1120 0.1690 -0.660
```

The HOMO-LUMO gap is 9.4 eV. The energy above the lowest of the compared OMol25 structures with the same formula, charge and spin is 76.8 kcal/mol. Its spin multiplicity is 1. Its SMILES is ClC1=NO1. For the HOMO energy, the calculation gives -9.70 eV. As for the total charge: 0. As for the total energy: -628.093992 Ha.